# 1
This record from OMol25 describes 9 unconnected molecules or ions with the total composition C36H76B2N2O19P2S in a non-equilibrium geometry. The level of theory is ωB97M-V/def2-TZVPD.

**Gap between HOMO and LUMO**: 7.904 eV
**Calculated total energy**: -111213.03698 eV
**ΔE to the lowest compared entry with this formula, charge and spin**: 91.6 kcal per mole
**E_HOMO**: -7.88 eV
**Charge**: 0

Last column: Löwdin charge in e.
Positions of all 138 atoms, in Å:
C -1.26 7.31 -6.60  -0.025
C 0.40 -0.37 -2.76  -0.097
H -7.47 -7.80 -5.30  0.086
C 2.49 4.15 -0.33  -0.333
H 0.43 6.54 2.43  0.109
O -1.43 2.72 -2.77  0.114
H -0.27 7.55 -6.20  0.084
H -2.88 -8.90 -5.04  0.058
O 4.13 0.73 2.53  -0.209
H 4.13 -3.37 -2.92  0.085
C 6.26 6.47 0.09  -0.128
H 3.86 3.86 1.90  -0.040
C -0.69 0.01 -0.67  -0.098
H 0.74 4.66 -3.22  0.134
C -6.04 1.09 0.26  -0.025
H 1.40 0.47 2.53  0.043
H 6.00 5.75 0.93  0.058
B -0.38 1.92 -2.22  -0.421
C -3.34 -7.91 8.10  -0.021
H -6.39 2.05 -0.14  0.086
H -0.20 1.20 7.04  0.089
C -5.46 -7.08 -5.36  -0.489
C 0.55 -2.84 8.67  -0.492
C -2.76 -6.64 8.65  -0.480
H -1.22 -6.35 -2.74  0.081
H -5.24 -6.97 -7.49  0.090
H -0.47 5.22 -2.00  0.146
H -3.13 -8.74 8.78  0.087
C 3.53 -3.84 -3.71  -0.022
H -5.43 -8.63 -6.84  0.091
H -4.41 -7.80 7.96  0.087
H 3.87 5.64 -2.55  0.099
P 2.67 3.25 1.35  0.939
C 0.04 -2.37 10.01  -0.025
C 6.88 5.63 -1.12  -0.225
H -4.40 1.98 2.41  0.086
C -1.87 6.17 -5.83  -0.503
C -1.12 4.86 -5.83  -0.016
H -3.06 -6.92 10.75  0.088
C -6.94 -6.86 -5.20  -0.022
O 4.40 1.75 -2.79  -0.294
H -1.11 -4.00 7.98  0.071
H 1.50 1.71 -1.04  0.125
O -0.86 6.50 0.29  0.078
H -4.34 -5.98 9.93  0.088
H 7.50 4.72 -0.79  0.109
H -0.29 7.29 0.19  0.093
N 4.37 5.27 -1.73  -0.016
C 1.07 3.94 -1.04  -0.348
O 0.56 5.61 2.16  0.078
O 1.62 0.32 1.57  -0.218
H 0.42 -4.33 7.15  0.092
B -0.12 5.41 0.91  -0.526
C -3.27 -6.17 9.99  -0.016
O 1.60 7.11 -3.09  0.023
H 0.27 -0.57 -0.42  0.091
H -2.88 -8.13 7.13  0.085
C -1.22 -7.74 -4.35  -0.489
H 7.10 7.14 0.49  0.078
H 5.15 3.95 0.15  0.066
O -4.68 -6.82 -4.47  0.061
H -7.29 -6.15 -5.96  0.087
H -0.13 4.99 -5.39  0.078
H -2.76 -5.24 10.26  0.078
C -4.00 2.15 1.41  -0.019
H 0.14 -1.47 -2.56  0.085
H 6.04 4.11 -2.63  0.123
P 3.08 1.15 1.23  0.422
C 2.07 -3.71 -3.37  -0.494
H -1.51 -8.04 -2.25  0.087
H 4.65 1.54 2.68  0.043
H -6.30 0.31 -0.46  0.084
O 3.61 0.58 -0.07  -0.332
H 1.41 -0.19 -2.27  0.102
H -1.90 8.19 -6.52  0.081
C -1.80 -9.01 -4.91  -0.023
O 1.90 2.42 -2.97  -0.210
H -1.04 4.48 -6.85  0.088
O 3.79 3.65 -4.13  -0.316
H 1.62 6.85 -1.04  0.128
C 3.79 3.95 -1.32  -0.476
H -1.04 -2.18 9.95  0.083
H 0.55 -1.44 10.28  0.080
O -1.91 -6.01 8.04  0.038
H 3.80 -4.90 -3.77  0.083
H -2.80 -7.09 -3.07  0.062
C 5.78 5.13 -2.20  -0.206
H -0.08 3.08 0.78  0.096
H 0.44 -0.26 -3.89  0.105
H -1.35 -9.23 -5.88  0.085
O -2.91 6.30 -5.23  0.057
H 5.41 7.13 -0.25  0.072
H 0.07 -4.13 -3.96  0.080
H -3.89 -7.76 -6.65  0.069
H -7.14 -6.45 -4.21  0.084
H 0.94 -0.15 6.75  0.069
H -1.18 7.04 -7.66  0.084
H 1.85 2.93 7.02  0.087
H 1.24 -5.38 -4.42  0.066
C -4.98 -7.65 -6.67  -0.020
C 1.36 6.43 -2.08  -0.214
C -1.72 -7.28 -3.01  -0.014
H 2.62 5.26 -0.02  0.116
H 2.99 1.58 6.73  0.092
C 0.66 5.02 -2.13  -0.060
H 0.25 -3.12 10.77  0.084
H -1.59 -9.85 -4.23  0.086
C 1.11 2.50 -1.76  -0.179
H -0.84 0.86 0.07  0.080
H 1.18 -3.82 -5.31  0.089
C -0.10 3.99 0.09  -0.058
H 3.74 -3.34 -4.65  0.085
O 1.39 -2.22 8.06  0.044
H -2.91 2.06 1.44  0.072
C -4.55 1.12 0.45  -0.497
C -0.04 -4.11 8.12  -0.040
S 3.46 2.93 -2.83  0.824
N -0.67 0.44 -2.10  -0.135
H 2.87 2.92 5.57  0.079
H -4.25 3.15 1.06  0.087
C 1.08 -4.30 -4.33  -0.027
H -2.27 2.23 -2.60  0.119
H -1.15 3.98 -0.39  0.125
O 4.83 3.33 -0.54  -0.095
C 1.23 1.56 5.50  -0.480
H -0.38 0.17 5.61  0.087
H 0.17 -4.94 8.80  0.085
H 5.89 5.86 -3.08  0.132
H -1.68 4.13 -5.23  0.075
O -0.37 -7.11 -4.96  0.054
H -6.53 0.87 1.21  0.084
C 2.30 2.30 6.26  -0.015
H 7.63 6.30 -1.67  0.102
H -1.53 -0.78 -0.59  0.096
O -3.82 0.36 -0.14  0.065
O 1.71 -3.15 -2.35  0.045
C 0.34 0.64 6.28  -0.013
O 1.10 1.71 4.30  0.029

=====

# 2
This record from OMol25 describes 3 unconnected molecules or ions with the total composition C25H23FN5O12 in a non-equilibrium geometry. The level of theory is ωB97M-V/def2-TZVPD.

**Gap between HOMO and LUMO**: 7.596 eV
**Calculated total energy**: -61017.14584 eV
**E_HOMO**: -11.43 eV
**Charge**: +1

Last column: natural (NBO) charge in e.
Positions of all 66 atoms, in Å:
O -1.49 4.01 -7.75  -0.495
O -5.18 0.45 1.89  -0.250
H 4.57 2.72 8.17  0.508
H -0.68 0.17 -5.64  0.236
H 3.38 -1.61 2.98  0.245
C 2.71 -2.31 2.36  -0.653
O 4.88 4.09 6.53  -0.503
C 3.14 -1.57 -0.25  -0.210
C 2.57 1.34 4.61  0.480
C 1.18 -0.14 -1.57  -0.267
H -2.36 -3.69 -2.30  0.453
O 1.94 3.80 -4.54  -0.627
H 3.28 -3.25 2.05  0.234
C 3.11 2.52 3.88  0.289
C -1.24 0.57 -0.35  -0.264
N -3.84 -2.13 0.37  -0.479
C -1.16 1.94 -6.69  0.327
C -0.85 3.38 -6.93  0.464
H 4.28 4.29 3.99  0.251
C 0.24 3.98 -6.15  -0.346
H -1.45 1.06 -1.37  0.246
C 4.20 3.28 5.93  0.467
O -2.19 1.40 -7.40  -0.626
H 0.88 0.31 -2.58  0.262
N -3.06 -3.65 -1.53  -0.672
H -1.30 1.33 0.51  0.261
H -4.12 -5.04 0.77  0.444
O -5.68 -0.27 2.94  -0.453
H 0.44 5.03 -6.31  0.257
H -2.53 2.13 -7.96  0.511
O -5.01 -4.96 -1.95  -0.404
H 3.27 -0.91 -2.46  0.243
H -6.63 -0.48 2.77  0.490
O -1.93 -5.56 1.45  -0.520
H 0.10 -0.83 1.91  0.231
H 1.75 -2.63 2.93  0.233
C 3.88 3.42 4.50  -0.350
H 2.52 0.30 6.53  0.248
C -2.29 -5.68 0.25  0.941
O 1.31 1.17 -4.26  -0.577
H -1.39 -1.64 -1.93  0.474
H 2.29 3.08 -3.99  0.503
H 4.17 -2.09 -0.22  0.251
N -2.04 -1.55 -1.14  -0.384
C 2.19 -1.54 1.02  0.029
C 0.79 -0.83 0.99  -0.247
C -3.28 -0.80 0.72  0.440
C 0.93 3.26 -5.27  0.289
C -3.74 0.19 1.90  -0.155
C -4.01 -4.75 -1.23  0.789
C 0.23 -0.12 -0.31  -0.096
H 2.24 1.87 2.35  0.501
C -0.46 1.21 -5.82  -0.389
H -3.53 -0.24 2.96  0.275
C -3.04 -2.53 -0.77  0.589
N -2.21 -0.57 -0.21  -0.149
O 4.01 1.94 7.95  -0.626
C 3.68 2.08 6.64  0.316
C 2.91 1.18 6.02  -0.377
C 0.64 1.81 -5.06  0.490
N -3.74 -5.59 -0.03  -0.661
H -3.22 1.22 1.85  0.240
O 2.80 2.65 2.56  -0.640
O 1.86 0.54 4.01  -0.561
C 2.59 -0.85 -1.55  -0.197
F -1.31 -5.89 -0.77  -0.325

=====

# 3
This record from OMol25 describes C6H8N2 in the gas phase in a non-equilibrium geometry. The level of theory is ωB97M-V/def2-TZVPD.

**Gap between HOMO and LUMO**: 8.777 eV
**Calculated total energy**: -9327.58152 eV
**ΔE to the lowest compared entry with this formula, charge and spin**: 95.1 kcal per mole
**E_HOMO**: -7.83 eV
**Charge**: 0

Last column: natural (NBO) charge in e.
Positions of all 16 atoms, in Å:
C 1.42 0.39 1.69  -0.405
H -1.13 -0.39 0.83  0.215
C -0.08 -2.87 -0.89  -0.253
H -0.62 2.69 -1.42  0.197
C -0.30 1.72 -1.04  -0.048
H -2.11 0.69 -0.90  0.222
H -1.09 -0.01 -2.11  0.235
C -1.08 0.44 -1.11  -0.469
C -0.46 -0.32 0.03  -0.135
H 1.70 1.42 2.14  0.226
N 0.58 1.74 -0.15  -0.175
H 0.79 -0.21 2.41  0.192
H -0.34 -3.89 -1.02  0.240
N 0.67 0.64 0.49  -0.234
C -0.21 -1.75 -0.47  -0.005
H 2.26 -0.27 1.52  0.197

=====

# 4
This record from OMol25 describes a molecular structure, C4H4O2 in a non-equilibrium geometry. The level of theory is ωB97M-V/def2-TZVPD.

**Gap between HOMO and LUMO (spin up / spin down)**: 9.275 / 9.473 eV
**Calculated total energy**: -8294.90529 eV
**ΔE to the lowest compared entry with this formula, charge and spin**: 25.4 kcal per mole
**⟨S²⟩**: 0.77
**Spin multiplicity**: 2
**E_HOMO (spin up / spin down)**: -14.98 / -16.43 eV
**Charge**: +1

Last column: Löwdin spin population.
Positions of all 10 atoms, in Å:
O 0.29 0.95 0.20  0.249
C -1.47 -0.71 0.51  0.061
C -0.32 -0.11 0.00  0.502
H -1.79 -0.76 1.55  0.018
H 1.29 0.90 0.33  0.005
C -2.16 -0.28 -0.62  0.145
H -2.04 -0.76 -1.60  0.019
O 5.09 -0.08 0.04  0.000
H -2.99 0.44 -0.52  0.003
C 4.08 0.41 0.11  0.000

=====

# 5
This record from OMol25 describes CH6BN in the gas phase in a non-equilibrium geometry. The level of theory is ωB97M-V/def2-TZVPD.

**Gap between HOMO and LUMO**: 11.073 eV
**Calculated total energy**: -3300.35836 eV
**ΔE to the lowest compared entry with this formula, charge and spin**: 36.7 kcal per mole
**E_HOMO**: -10.22 eV
**Charge**: 0

Last column: natural (NBO) charge in e.
Positions of all 9 atoms, in Å:
C 1.08 -0.07 0.02  -0.389
B -1.51 -0.16 -0.05  0.421
H -0.42 1.58 -0.09  0.398
H 1.76 0.04 0.86  0.200
H -1.66 -1.38 -0.12  -0.094
N -0.30 0.53 0.07  -0.831
H 1.70 0.46 -0.87  0.179
H 0.84 -1.04 -0.27  0.209
H -2.48 0.34 -0.16  -0.094

=====

# 6
This record from OMol25 describes a molecular structure, C7H23CaCl4CsFN2O12PS in a non-equilibrium geometry. The level of theory is ωB97M-V/def2-TZVPD.

**Gap between HOMO and LUMO**: 1.891 eV
**Calculated total energy**: -127087.72913 eV
**ΔE to the lowest compared entry with this formula, charge and spin**: 0.0 kcal per mole
**E_HOMO**: -4.78 eV
**Charge**: 0

Last column: Löwdin charge in e.
Positions of all 53 atoms, in Å:
Cl 0.27 -1.46 3.56  -0.685
O -2.90 4.53 -0.37  0.316
H -2.68 5.44 -0.65  0.198
H -5.14 -2.79 2.33  0.065
H 0.77 4.25 -0.07  0.104
O 1.80 -1.57 -0.34  -0.199
H 3.08 -2.73 -3.06  0.047
H -2.94 4.45 0.62  0.193
O -1.77 -0.84 -0.85  -0.072
H -2.88 -0.89 -3.90  -0.008
O -1.51 4.00 2.89  -0.070
H 0.13 3.21 3.84  0.149
H -2.68 0.48 -4.53  0.024
Cl -1.50 -3.31 2.58  0.407
C -0.32 3.63 2.94  -0.324
H -0.36 5.24 0.90  0.088
Cs 1.73 -7.65 -1.41  0.708
O -3.32 -0.24 -4.46  -0.064
O -0.78 -3.18 -0.92  -0.089
F 4.25 3.70 1.01  -0.594
H -1.84 0.00 -1.32  0.094
O 4.64 2.19 3.41  -0.201
C 1.78 -1.13 -2.69  -0.328
N 0.52 3.70 1.92  -0.186
P -0.73 -1.76 -1.61  0.492
C 0.96 -1.00 -1.35  -0.522
Cl -4.41 -4.94 1.77  0.502
Cl 2.33 -5.91 -3.05  -0.662
H -3.04 -1.58 2.47  0.073
H -4.19 -3.51 3.63  0.068
H 2.15 2.87 2.98  0.083
C -3.03 -2.59 2.07  -0.684
H 2.57 4.09 1.77  0.060
N 2.09 -2.50 -3.13  0.081
H -3.70 4.20 -0.82  0.195
H 2.07 2.47 1.26  0.073
O 4.42 -1.95 -0.91  -0.511
H 0.69 0.31 0.05  0.143
S 3.33 -0.91 -0.84  0.706
C 0.01 4.23 0.71  -0.083
C 1.91 3.25 1.99  -0.053
H 1.23 -0.70 -3.51  0.157
C -4.23 -3.35 2.56  -0.660
Ca 3.46 -3.75 -0.74  1.250
O -1.05 -1.80 -3.04  -0.233
H 4.97 1.67 2.66  -0.079
O 0.66 0.29 -0.93  0.032
H -1.17 -3.79 -1.56  0.110
H 1.48 -3.20 -2.73  0.014
O 3.70 0.25 -0.15  -0.119
H -0.83 3.60 0.40  0.060
H -3.02 -2.52 0.98  0.037
O 3.03 -0.47 -2.39  -0.101

=====

# 7
This record from OMol25 describes 9 unconnected molecules or ions with the total composition C30H82O21P4S in a non-equilibrium geometry. The level of theory is ωB97M-V/def2-TZVPD.

**Gap between HOMO and LUMO**: 9.779 eV
**Calculated total energy**: -123434.51558 eV
**E_HOMO**: -9.58 eV
**Charge**: 0

Last column: Löwdin charge in e.
Positions of all 138 atoms, in Å:
H -0.17 -4.13 -5.49  0.071
O 3.14 -0.75 1.27  -0.207
H -3.28 -5.87 3.55  0.075
O 0.75 -2.07 -3.32  -0.151
H 4.11 2.69 2.79  0.117
H -4.36 2.94 1.08  0.076
H 0.85 1.86 -0.36  0.062
P 3.63 4.87 0.40  0.520
H 5.46 3.49 -1.54  0.033
H -4.35 -0.22 5.51  0.103
H 6.12 -4.63 -0.34  0.071
H -4.39 4.10 -0.30  0.079
H -0.34 2.88 -1.07  0.064
H 0.34 5.87 1.74  0.084
H 0.68 4.46 0.85  0.056
O -2.77 4.23 0.91  -0.140
H 4.42 -4.22 1.34  0.119
C 3.30 3.27 2.35  -0.361
O 5.18 -0.65 -0.18  -0.177
C 6.23 -3.81 0.37  -0.061
H 1.58 5.84 -1.11  0.111
C 1.42 6.25 -0.11  -0.308
H 6.75 -2.98 -0.12  0.063
O 5.03 -2.31 1.80  -0.180
H 7.20 5.29 0.19  0.114
H -1.02 -3.02 1.15  0.077
H 3.81 1.73 -2.17  0.061
H 0.70 -0.26 1.11  0.062
H -5.69 -0.02 7.55  0.079
H 6.32 3.92 0.73  0.109
C -4.38 -4.60 -1.30  -0.279
H 3.08 0.85 -4.97  0.048
C 1.31 3.00 -4.46  -0.224
H -1.87 -3.59 -5.26  0.085
H 2.16 -0.52 -5.52  0.047
H -2.82 -4.13 3.57  0.061
H 4.24 -2.94 0.01  0.105
H -5.87 -3.32 -0.37  0.063
O -1.45 -4.72 -0.87  -0.190
C 4.82 -3.32 0.86  -0.269
H 1.13 7.28 -0.29  0.126
O -3.44 -4.57 -2.33  -0.178
C 0.41 5.50 0.71  -0.060
O 2.69 6.19 0.42  -0.169
C 2.07 -2.46 -3.04  -0.155
C -3.26 0.91 3.05  -0.050
H 2.17 -2.50 -1.95  0.071
H 0.68 -1.12 -3.26  -0.006
C -6.21 -0.24 6.62  -0.071
H 2.31 3.05 -4.02  0.045
H 2.62 3.99 4.24  0.081
O -5.93 -0.79 4.22  -0.184
H -2.71 0.91 3.99  0.079
H -5.69 -5.18 3.50  0.124
H 6.92 -4.13 1.15  0.073
H 2.71 -1.03 3.29  0.125
P -5.32 -1.86 3.11  0.528
C 6.27 4.75 0.02  -0.235
H -3.92 -0.39 1.40  0.118
H -0.57 5.60 0.24  0.064
H -1.19 -2.91 -1.90  0.108
H -3.65 -4.84 5.00  0.071
H 2.81 -1.81 -3.50  0.062
H 6.18 4.92 -2.17  0.077
H 1.90 -2.11 2.15  0.117
H 1.41 3.47 -5.44  0.060
C -0.23 2.03 -0.41  -0.163
O -6.06 -1.80 1.84  -0.221
H -0.79 -1.55 0.24  0.047
H -5.45 -2.70 -2.02  0.078
H -2.41 4.90 -1.39  0.031
C -2.44 3.80 -2.90  -0.150
H -0.30 0.74 -1.82  -0.007
C 1.02 -0.21 2.15  -0.058
O 3.63 4.49 1.95  -0.130
H -2.55 -5.93 -4.82  0.121
C -5.10 -3.21 -1.13  -0.051
O 5.32 0.24 2.35  -0.230
O -1.21 -5.14 -3.39  -0.194
C 2.18 0.57 -5.53  -0.211
O -3.72 -1.47 2.96  -0.199
H 1.83 2.49 3.78  0.067
H 1.18 0.81 2.50  0.058
H 5.86 0.61 -1.67  0.121
H -2.02 3.81 -3.91  0.076
H -2.39 2.83 -2.42  0.064
C 6.32 4.15 -1.41  -0.076
C -0.89 -3.43 -0.99  -0.262
H -3.49 4.08 -3.00  0.080
C -1.27 -2.53 0.21  -0.050
H -5.08 -1.79 5.92  0.107
H 1.44 4.08 2.98  0.061
H 5.29 1.48 -0.27  0.102
C -1.53 -5.59 -4.66  -0.321
P 4.76 -0.77 1.42  0.511
O 5.10 5.59 0.25  -0.181
O -5.34 -3.27 3.92  -0.179
O -1.85 4.88 -2.16  -0.129
O -0.75 0.85 -0.98  -0.145
C -1.22 -4.41 -5.55  -0.066
H -2.22 -0.65 1.99  0.098
H -2.35 -2.42 0.22  0.053
C -3.54 -4.87 3.92  -0.047
C 2.21 3.43 3.40  -0.048
C 5.13 0.59 -0.86  -0.281
O 0.75 0.61 -3.13  -0.558
H 3.05 1.04 -0.77  0.060
H -7.03 -0.93 6.82  0.080
H -0.88 -6.44 -4.89  0.121
H -6.57 0.70 6.20  0.076
O -2.44 -7.00 -2.07  -0.243
H -3.35 2.72 -0.42  0.073
H 2.06 -3.44 -3.52  0.086
H -4.64 -4.33 2.27  0.103
H 7.30 3.70 -1.54  0.080
C -4.93 -4.42 3.31  -0.298
H 0.73 3.60 -3.77  0.046
H 2.90 2.59 1.59  0.102
S 0.76 1.24 -4.53  0.926
H 2.12 1.04 -6.51  0.057
H -4.37 -2.59 -0.60  0.045
H -2.94 1.74 2.42  0.053
C -5.28 -0.79 5.53  -0.269
H -4.01 -4.75 -0.29  0.105
O 3.25 3.88 -0.62  -0.218
H -5.13 -5.33 -1.61  0.120
H -3.08 4.54 1.76  0.083
H -0.62 2.25 0.59  0.077
C 3.80 0.85 -1.54  -0.082
C -3.25 -0.40 2.26  -0.297
H 0.20 -3.53 -0.98  0.107
H -4.29 1.13 3.32  0.069
C 2.23 -1.09 2.31  -0.264
P -2.17 -5.52 -2.13  0.518
H 0.27 -0.64 2.81  0.081
H -1.40 -4.77 -6.57  0.074
C -3.78 3.42 0.29  -0.132
H 3.43 0.08 -2.21  0.054